DFT (ωB97M-V with the def2-TZVPD basis set) results for a structure of composition C37H34BrF4NNiP3S at a distorted geometry.

Positions of all 82 atoms, in Å:
Ni1 -0.492 -0.338 -0.951
F1 6.600 2.746 0.455
C1 5.481 2.041 0.484
C2 4.888 1.727 1.680
F2 5.452 2.119 2.815
C3 3.721 0.986 1.704
F3 3.303 0.675 2.935
C4 3.068 0.559 0.547
P1 1.411 -0.324 0.582
C5 2.031 -2.032 0.760
C6 1.763 -2.928 -0.272
C7 2.236 -4.234 -0.222
C8 2.979 -4.655 0.873
C9 3.263 -3.766 1.903
C10 2.802 -2.458 1.843
C11 0.768 0.253 2.190
C12 0.420 -0.587 3.241
C13 -0.109 -0.059 4.413
C14 -0.302 1.309 4.541
C15 0.035 2.155 3.490
C16 0.566 1.628 2.321
C17 3.750 0.834 -0.649
Br1 3.238 0.109 -2.304
C18 4.918 1.569 -0.682
F4 5.552 1.829 -1.823
H1 1.175 -2.593 -1.122
H2 2.030 -4.920 -1.035
H3 3.346 -5.674 0.920
H4 3.852 -4.091 2.752
H5 3.047 -1.768 2.644
H6 0.548 -1.660 3.150
H7 -0.372 -0.724 5.229
H8 -0.710 1.718 5.459
H9 -0.111 3.226 3.581
H10 0.833 2.299 1.510
S1 -3.032 2.332 1.666
C19 -2.188 3.473 0.671
C20 -2.278 4.865 0.664
C21 -1.403 5.564 -0.145
C22 -0.442 4.894 -0.917
C23 -0.369 3.515 -0.921
C24 -1.278 2.797 -0.144
N1 -1.306 1.406 -0.003
C25 -2.121 1.056 0.934
C26 -2.103 -0.348 1.345
C27 -2.829 -0.800 2.440
C28 -2.719 -2.122 2.841
C29 -1.873 -2.972 2.141
C30 -1.153 -2.516 1.039
C31 -1.238 -1.194 0.613
H11 -2.993 5.386 1.291
H12 -1.446 6.646 -0.165
H13 0.261 5.470 -1.506
H14 0.389 2.985 -1.491
H15 -3.478 -0.123 2.990
H16 -3.278 -2.484 3.696
H17 -1.768 -4.004 2.458
H18 -0.493 -3.207 0.531
C32 -3.876 -1.602 -0.812
P2 -2.293 -1.533 -1.683
C33 -1.932 -3.276 -2.054
C34 -2.812 -0.900 -3.307
C35 -1.562 -0.680 -4.130
P3 -0.446 0.453 -3.234
C36 -1.256 2.051 -3.575
C37 0.905 0.481 -4.459
H19 -4.604 -2.076 -1.472
H20 -4.218 -0.598 -0.560
H21 -3.783 -2.179 0.106
H22 -2.763 -3.713 -2.610
H23 -1.800 -3.829 -1.126
H24 -1.017 -3.365 -2.639
H25 -3.344 0.040 -3.136
H26 -3.509 -1.589 -3.787
H27 -1.788 -0.262 -5.112
H28 -1.024 -1.617 -4.294
H29 -1.648 2.036 -4.594
H30 -0.536 2.865 -3.485
H31 -2.066 2.248 -2.872
H32 0.477 0.613 -5.455
H33 1.462 -0.456 -4.440
H34 1.593 1.301 -4.261

- ΔE to the lowest compared entry with this formula, charge and spin: 0.0 kJ/mol
- E_LUMO (spin up / spin down): -2.702 / -2.703 eV
- Kohn-Sham gap (spin up / spin down): 8.17 / 8.17 eV
- HOMO energy (spin up / spin down): -10.873 / -10.876 eV
- Net charge: +1

DFT (ωB97M-V with the def2-TZVPD basis set) results for a structure of composition C37H34ClF3N2O4PS2SbV at a distorted geometry.

Positions of all 86 atoms, in Å:
V1 -0.974 -0.292 -0.999
Cl1 7.311 -0.147 -1.369
C1 5.599 0.036 -1.458
C2 5.068 1.137 -2.116
C3 3.698 1.295 -2.191
C4 2.862 0.367 -1.579
C5 3.407 -0.742 -0.937
C6 4.775 -0.925 -0.890
C7 1.389 0.538 -1.595
O1 0.800 1.238 -2.431
O2 0.716 -0.069 -0.700
H1 5.728 1.870 -2.552
H2 3.260 2.135 -2.707
H3 2.737 -1.467 -0.503
H4 5.203 -1.789 -0.408
C8 2.937 -3.610 1.270
C9 1.537 -4.002 1.721
C10 1.255 -5.476 1.492
O3 0.562 -3.147 1.103
P1 -0.383 -3.294 -0.171
S1 -1.109 -5.036 -0.691
S2 -1.740 -1.870 0.389
O4 0.531 -2.646 -1.358
C11 0.603 -3.205 -2.675
C12 2.073 -3.338 -3.059
C13 -0.174 -2.310 -3.633
H5 3.674 -4.150 1.858
H6 3.095 -2.545 1.418
H7 3.077 -3.860 0.220
H8 1.427 -3.765 2.787
H9 1.376 -5.723 0.439
H10 0.236 -5.719 1.789
H11 1.944 -6.076 2.081
H12 0.134 -4.201 -2.647
H13 2.551 -2.360 -3.091
H14 2.159 -3.814 -4.032
H15 2.592 -3.955 -2.328
H16 0.212 -1.289 -3.574
H17 -1.240 -2.324 -3.376
H18 -0.057 -2.673 -4.650
F1 -4.466 3.216 6.801
C14 -3.964 2.882 5.595
C15 -4.001 1.559 5.194
C16 -3.478 1.231 3.956
C17 -2.911 2.203 3.142
C18 -2.916 3.525 3.556
C19 -3.435 3.875 4.790
Sb1 -2.117 1.545 1.220
C20 -1.173 3.389 0.618
C21 -0.356 4.087 1.500
C22 0.303 5.231 1.091
C23 0.134 5.663 -0.214
F2 0.769 6.780 -0.620
C24 -0.662 4.979 -1.116
C25 -1.312 3.833 -0.689
C26 -0.299 0.817 2.133
C27 0.929 1.221 1.627
C28 2.104 0.647 2.082
C29 2.027 -0.338 3.049
F3 3.169 -0.929 3.474
C30 0.821 -0.733 3.597
C31 -0.344 -0.153 3.122
H19 -4.436 0.813 5.841
H20 -3.523 0.204 3.615
H21 -2.515 4.291 2.910
H22 -3.435 4.899 5.131
H23 -0.221 3.718 2.509
H24 0.948 5.782 1.758
H25 -0.759 5.342 -2.128
H26 -1.931 3.277 -1.388
H27 0.985 1.996 0.872
H28 3.064 0.946 1.685
H29 0.804 -1.484 4.374
H30 -1.296 -0.466 3.531
N1 -6.066 0.412 -5.987
C32 -5.319 0.370 -5.117
C33 -4.376 0.324 -4.073
C34 -3.089 0.861 -4.250
C35 -2.173 0.749 -3.235
N2 -2.427 0.120 -2.066
C36 -3.686 -0.338 -1.871
C37 -4.670 -0.253 -2.826
H31 -2.831 1.359 -5.172
H32 -1.172 1.160 -3.343
H33 -3.888 -0.792 -0.904
H34 -5.662 -0.619 -2.620

- ΔE to the lowest compared entry with this formula, charge and spin: 349.8 kJ/mol
- Spin multiplicity: 2
- E_LUMO (spin up / spin down): -1.085 / -1.298 eV
- Kohn-Sham gap (spin up / spin down): 5.80 / 5.81 eV
- HOMO energy (spin up / spin down): -6.889 / -7.105 eV
- Net charge: 0

DFT (ωB97M-V with the def2-TZVPD basis set) results for a structure of composition C37H34ClN6O9PSSc.

Positions of all 90 atoms, in Å:
Sc1 0.014 -0.332 0.470
O1 1.863 -4.071 -0.189
C1 1.142 -3.220 0.307
O2 1.300 -1.944 0.176
C2 -0.004 -3.645 1.231
C3 -0.016 -2.793 2.511
C4 -0.815 -3.496 3.608
C5 -2.261 -3.315 3.092
C6 -2.035 -2.521 1.806
O3 -0.893 -1.701 2.149
C7 -1.459 -3.407 0.696
C8 -1.581 -2.676 -0.649
O4 -2.041 -3.260 -1.613
O5 -1.214 -1.435 -0.636
H1 0.159 -4.701 1.449
H2 0.950 -2.395 2.807
H3 -0.519 -4.539 3.710
H4 -0.669 -3.000 4.567
H5 -2.772 -4.258 2.896
H6 -2.862 -2.737 3.793
H7 -2.852 -1.878 1.486
H8 -1.999 -4.348 0.592
N1 -2.474 7.580 -0.824
C9 -2.122 6.323 -0.344
C10 -2.524 5.922 0.935
C11 -2.154 4.692 1.432
C12 -1.384 3.835 0.654
C13 -0.953 4.234 -0.600
C14 -1.321 5.473 -1.099
S1 -0.810 2.295 1.304
O6 0.316 1.910 0.434
O7 -0.525 2.544 2.692
N2 -1.774 1.024 1.098
C15 -3.123 1.085 1.043
N3 -3.751 -0.052 0.683
C16 -5.055 0.013 0.511
C17 -5.794 1.174 0.703
C18 -5.070 2.257 1.168
N4 -3.763 2.224 1.357
H9 -3.293 7.992 -0.410
H10 -2.434 7.691 -1.824
H11 -3.124 6.592 1.538
H12 -2.446 4.389 2.427
H13 -0.325 3.574 -1.180
H14 -0.984 5.782 -2.081
H15 -5.537 -0.913 0.210
H16 -6.859 1.215 0.535
H17 -5.557 3.195 1.417
N5 0.887 0.870 -3.169
P1 1.308 -0.305 -1.968
C19 3.109 -0.039 -1.912
C20 3.665 0.365 -0.705
C21 5.022 0.647 -0.621
C22 5.827 0.527 -1.743
C23 5.277 0.120 -2.954
C24 3.924 -0.165 -3.037
C25 1.133 -1.824 -2.961
C26 -0.026 -1.976 -3.720
C27 -0.225 -3.121 -4.472
C28 0.729 -4.129 -4.463
C29 1.867 -3.999 -3.683
C30 2.067 -2.854 -2.926
C31 -0.331 1.496 -3.216
C32 -0.618 2.445 -4.214
C33 -1.876 3.002 -4.244
C34 -2.822 2.620 -3.296
C35 -2.434 1.689 -2.350
N6 -1.225 1.140 -2.299
H18 1.494 1.016 -3.963
H19 3.060 0.459 0.190
H20 5.434 0.957 0.329
H21 6.886 0.742 -1.677
H22 5.905 0.015 -3.829
H23 3.506 -0.509 -3.977
H24 -0.791 -1.210 -3.692
H25 -1.139 -3.238 -5.038
H26 0.569 -5.030 -5.043
H27 2.593 -4.800 -3.639
H28 2.934 -2.778 -2.284
H29 0.135 2.712 -4.944
H30 -2.124 3.730 -5.008
H31 -3.818 3.036 -3.284
H32 -3.132 1.355 -1.588
Cl1 2.979 1.012 5.395
C36 1.636 0.688 4.268
C37 2.064 0.543 2.808
O8 3.136 0.943 2.399
O9 1.125 0.000 2.121
H33 0.935 1.520 4.324
H34 1.133 -0.220 4.594

- E_LUMO: 2.226 eV
- Kohn-Sham gap: 8.33 eV
- HOMO energy: -6.106 eV
- Net charge: -1

DFT (ωB97M-V with the def2-TZVPD basis set) results for a structure of composition C37H34GaN5OP2S2 at a distorted geometry.

Positions of all 82 atoms, in Å:
Ga1 -0.884 -0.867 1.150
S1 -3.173 -0.067 0.522
P1 -2.055 1.599 -0.029
C1 -0.501 0.902 0.464
P2 1.178 1.537 0.615
S2 2.360 -0.011 -0.098
C2 1.322 1.955 2.348
C3 2.271 1.299 3.172
C4 2.344 1.568 4.505
C5 1.613 2.665 4.997
C6 0.703 3.366 4.182
C7 0.633 3.063 2.836
C8 1.806 3.044 -0.204
C9 1.449 3.198 -1.598
C10 1.766 4.355 -2.212
C11 2.520 5.337 -1.589
C12 2.794 5.215 -0.216
C13 2.407 4.109 0.481
C14 -2.504 3.173 0.774
C15 -2.515 3.211 2.170
C16 -2.891 4.420 2.858
C17 -3.071 5.573 2.025
C18 -3.031 5.497 0.660
C19 -2.687 4.299 0.021
C20 -2.201 1.746 -1.750
C21 -3.418 2.315 -2.247
C22 -3.705 2.327 -3.607
C23 -2.859 1.720 -4.476
C24 -1.728 1.081 -4.000
C25 -1.420 1.053 -2.656
H1 2.889 0.535 2.687
H2 3.003 0.958 5.123
H3 1.627 2.958 6.065
H4 0.127 4.080 4.709
H5 -0.040 3.538 2.156
H6 0.954 2.326 -2.071
H7 1.323 4.533 -3.251
H8 2.862 6.234 -2.111
H9 3.327 5.980 0.329
H10 2.604 4.036 1.519
H11 -2.136 2.366 2.706
H12 -2.821 4.401 3.931
H13 -3.203 6.529 2.427
H14 -3.266 6.410 0.128
H15 -2.696 4.254 -1.043
H16 -4.223 2.746 -1.636
H17 -4.572 2.941 -3.926
H18 -3.183 1.752 -5.530
H19 -1.065 0.590 -4.675
H20 -0.449 0.611 -2.299
C26 1.220 -3.484 1.908
C27 0.285 -3.539 0.771
N1 -0.561 -2.630 0.386
C28 -1.415 -3.201 -0.654
C29 -1.055 -4.474 -0.810
N2 0.031 -4.722 0.087
C30 0.803 -5.987 0.284
N3 1.124 -6.686 -0.896
N4 1.294 -8.085 -0.801
N5 1.550 -8.603 -1.917
C31 1.786 -7.515 -2.826
C32 2.344 -7.542 -4.131
C33 2.850 -6.341 -4.636
C34 2.664 -5.109 -3.906
C35 1.931 -5.067 -2.774
C36 1.562 -6.324 -2.161
H21 0.641 -3.540 2.827
H22 1.604 -2.494 1.904
H23 1.967 -4.282 1.912
H24 -2.127 -2.630 -1.199
H25 -1.560 -5.208 -1.433
H26 0.207 -6.657 0.894
H27 1.756 -5.731 0.748
H28 2.508 -8.457 -4.654
H29 3.359 -6.327 -5.542
H30 3.028 -4.281 -4.521
H31 1.688 -4.173 -2.229
C37 -1.449 -0.660 3.890
O1 -0.461 -1.072 2.915
H32 -1.493 0.455 3.800
H33 -1.209 -1.059 4.880
H34 -2.456 -1.037 3.549

- E_LUMO: 0.241 eV
- Kohn-Sham gap: 6.92 eV
- HOMO energy: -6.681 eV
- Net charge: 0

DFT (ωB97M-V with the def2-TZVPD basis set) results for a structure of composition C37H34N4O3PRuS.

Positions of all 81 atoms, in Å:
Ru1 0.649 -0.875 -0.483
C1 2.896 -3.089 0.452
C2 3.434 -2.239 1.585
C3 3.601 -0.778 1.277
C4 4.668 -0.096 1.844
C5 4.854 1.248 1.587
C6 3.969 1.884 0.734
C7 2.949 1.143 0.183
N1 2.736 -0.159 0.452
N2 1.426 -3.026 0.277
C8 0.709 -3.432 1.502
C9 0.376 -2.263 2.393
C10 0.096 -2.456 3.738
C11 -0.159 -1.357 4.537
C12 -0.104 -0.087 3.977
C13 0.173 0.024 2.634
N3 0.385 -1.045 1.847
C14 1.067 -3.909 -0.851
C15 -0.400 -3.795 -1.134
C16 -1.118 -4.836 -1.685
C17 -2.462 -4.646 -1.962
C18 -3.036 -3.420 -1.670
C19 -2.251 -2.428 -1.120
N4 -0.951 -2.611 -0.837
H1 3.351 -2.792 -0.495
H2 3.172 -4.134 0.627
H3 2.831 -2.355 2.488
H4 4.414 -2.636 1.850
H5 5.354 -0.634 2.484
H6 5.684 1.784 2.029
H7 4.072 2.930 0.481
H8 2.276 1.600 -0.524
H9 -0.219 -3.935 1.233
H10 1.305 -4.161 2.059
H11 0.099 -3.458 4.150
H12 -0.379 -1.486 5.590
H13 -0.265 0.803 4.570
H14 0.241 0.994 2.156
H15 1.641 -3.591 -1.725
H16 1.345 -4.949 -0.650
H17 -0.628 -5.777 -1.899
H18 -3.049 -5.443 -2.400
H19 -4.079 -3.224 -1.871
H20 -2.663 -1.455 -0.906
O1 1.285 -0.508 -4.486
S1 0.774 -0.042 -3.248
O2 1.787 0.093 -2.140
O3 -0.280 -0.877 -2.597
C20 0.054 1.540 -3.430
C21 0.130 2.136 -4.678
C22 -0.438 3.389 -4.865
C23 -1.066 4.030 -3.811
C24 -1.133 3.426 -2.560
C25 -0.583 2.167 -2.345
P1 -0.753 1.441 -0.673
C26 -2.507 1.061 -0.432
C27 -3.481 1.391 -1.371
C28 -4.813 1.074 -1.134
C29 -5.182 0.438 0.043
C30 -4.216 0.100 0.984
C31 -2.885 0.399 0.740
C32 -0.387 2.859 0.416
C33 -1.101 3.088 1.592
C34 -0.770 4.156 2.416
C35 0.269 5.007 2.071
C36 0.973 4.798 0.892
C37 0.648 3.731 0.070
H21 0.629 1.618 -5.485
H22 -0.387 3.862 -5.836
H23 -1.506 5.008 -3.957
H24 -1.619 3.950 -1.746
H25 -3.210 1.878 -2.298
H26 -5.562 1.332 -1.871
H27 -6.223 0.202 0.225
H28 -4.499 -0.404 1.899
H29 -2.139 0.107 1.471
H30 -1.935 2.454 1.863
H31 -1.341 4.335 3.318
H32 0.516 5.846 2.709
H33 1.763 5.479 0.601
H34 1.180 3.604 -0.867

- ΔE to the lowest compared entry with this formula, charge and spin: 0.0 kJ/mol
- Spin multiplicity: 6
- E_LUMO (spin up / spin down): -4.960 / -7.290 eV
- Kohn-Sham gap (spin up / spin down): 8.55 / 6.93 eV
- HOMO energy (spin up / spin down): -13.507 / -14.224 eV
- Net charge: +2